Entry 1:
2 unconnected molecules or ions with the total composition C7H17NSi2. Source: OMol25; level of theory: ωB97M-V/def2-TZVPD.

Last columns: bonded neighbours and bond lengths (Å).
Element x y z (Å)
1 H -1.01342 -1.64998 -2.61303  C27 1.073
2 H -3.82900 0.56641 -0.08017  C19 1.060
3 H 0.74846 1.66562 1.42357  C20 1.111
4 H 2.61162 -1.87034 1.16687  C14 1.083
5 H 3.47366 -0.36484 0.71787  C14 1.167
6 C 0.82192 0.88838 -1.64182  C17 1.323, N22 1.231
7 H 1.81673 2.25251 -2.74457  C17 1.060
8 H -1.42431 -2.76335 -1.29568  C27 1.152
9 H 2.51394 1.71954 1.30925  C20 1.099
10 H 1.66950 2.12445 2.93298  C20 1.115
11 Si -1.65488 -0.17619 -0.73181  C16 1.891, C19 1.909, N22 1.752, C27 1.978
12 H -2.70371 1.93225 0.16073  C19 1.156
13 H -1.09705 -0.55737 1.77687  C16 1.055
14 C 3.09048 -1.00754 1.61402  H4 1.083, H5 1.167, H21 1.032, Si26 1.948
15 H -2.79720 -2.02892 -2.18577  C27 1.123
16 C -1.61346 -0.99936 0.97049  Si11 1.891, H13 1.055, H24 1.046, H25 1.152
17 C 1.86559 1.26468 -2.36264  C6 1.323, H7 1.060, H23 1.100
18 H -3.47562 1.53607 -1.40537  C19 1.030
19 C -3.05798 1.10743 -0.56697  H2 1.060, Si11 1.909, H12 1.156, H18 1.030
20 C 1.68520 1.51369 2.00047  H3 1.111, H9 1.099, H10 1.115, Si26 1.901
21 H 3.96318 -1.28610 2.08966  C14 1.032
22 N -0.17415 0.73699 -0.93516  C6 1.231, Si11 1.752
23 H 2.52855 0.46194 -2.71784  C17 1.100
24 H -1.25037 -1.97087 0.83447  C16 1.046
25 H -2.70071 -1.07368 1.34396  C16 1.152
26 Si 1.75289 -0.21489 2.78816  C14 1.948, C20 1.901
27 C -1.74986 -1.80656 -1.84855  H1 1.073, H8 1.152, Si11 1.978, H15 1.123

max |F| = 3.1 eV Å⁻¹
HOMO-LUMO gap (alpha / beta) = 6.86 / 6.75 eV
multiplicity = 3
highest occupied orbital energy (alpha / beta) = -6.1 / -8.4 eV

Entry 2:
C2H4N2O in the gas phase. Source: OMol25; level of theory: ωB97M-V/def2-TZVPD.

Last columns: bonded neighbours and bond lengths (Å).
Element x y z (Å)
1 H -0.21197 -0.03223 1.76374  C8 1.144
2 H 0.28279 2.27487 -0.89183  N7 1.046
3 H 0.41578 0.39033 -2.33366  O4 0.940
4 O 0.13876 -0.14267 -1.61092  H3 0.940, C5 1.373
5 C 0.16459 0.37713 -0.34068  O4 1.373, N7 1.275, C8 1.580
6 H -0.49588 -2.67412 1.42474  N9 1.082
7 N 0.27772 1.61910 -0.07668  H2 1.046, C5 1.275
8 C -0.21606 -0.64832 0.80015  H1 1.144, C5 1.580, N9 1.271
9 N -0.30295 -1.91086 0.68252  H6 1.082, C8 1.271

max |F| = 2.9 eV Å⁻¹
HOMO-LUMO gap = 10.37 eV
SMILES = [H]/N=C(O)/C=N/[H]
highest occupied orbital energy = -9.8 eV